Record 1
Below is C30H33N5O6 in the gas phase at a distorted geometry, with properties calculated with ωB97M-V/def2-TZVPD.

CARTESIAN COORDINATES (ANGSTROEM)
C  -7.184784  -3.378708  -0.958989
O  -6.749681  -2.128752  -0.485555
C  -7.643007  -1.087204  -0.464664
C  -8.940679  -1.175685  -0.938871
C  -9.803540  -0.092540  -0.853499
C  -9.367002  1.090397  -0.296334
C  -8.065269  1.195922  0.165276
C  -7.180691  0.125788  0.093794
N  -5.886278  0.187774  0.618652
C  -4.766069  -0.081157  -0.257337
C  -3.585926  -0.582856  0.579900
N  -3.264912  0.400582  1.586763
C  -2.148186  1.148143  1.627888
O  -1.965714  2.049033  2.425555
C  -1.073851  0.787481  0.635161
C  -0.148960  -0.205652  0.939917
C  0.914671  -0.473011  0.085653
C  1.834901  -1.625235  0.386755
O  1.426222  -2.769216  0.298094
N  3.089192  -1.310893  0.753595
C  3.642431  0.016052  0.881846
C  4.800390  0.180141  -0.106116
N  5.785962  -0.848204  0.150639
C  7.116302  -0.610242  -0.207102
C  7.821190  -1.454691  -1.057324
C  9.159668  -1.241016  -1.342803
C  9.815548  -0.162469  -0.788857
C  9.135240  0.697294  0.061392
C  7.802351  0.483100  0.368222
O  7.080867  1.271827  1.229012
C  7.736598  2.330726  1.880634
C  5.230686  -2.170264  -0.029988
C  4.073881  -2.350935  0.957966
C  1.044141  0.243870  -1.095330
C  0.117144  1.233870  -1.390861
N  0.256236  1.982935  -2.617502
O  1.290734  1.855247  -3.235953
O  -0.668624  2.690345  -2.950681
C  -0.936942  1.520885  -0.533738
C  -4.389015  0.722925  2.438525
C  -5.566282  1.210898  1.588203
H  -8.026836  -3.761210  -0.373517
H  -7.466652  -3.336371  -2.016440
H  -6.333040  -4.047723  -0.842671
H  -9.303067  -2.096505  -1.367488
H  -10.813534  -0.187682  -1.221456
H  -10.029904  1.939161  -0.224628
H  -7.732518  2.134649  0.579488
H  -5.045933  -0.839924  -0.984027
H  -4.461935  0.833898  -0.795322
H  -2.720460  -0.775089  -0.054079
H  -3.879211  -1.511991  1.079295
H  -0.255252  -0.777230  1.849715
H  4.034542  0.133210  1.898254
H  2.875057  0.769782  0.708159
H  4.413548  0.101545  -1.136798
H  5.253554  1.159799  0.023972
H  7.316423  -2.290508  -1.515771
H  9.678955  -1.915650  -2.006263
H  10.856553  0.019817  -1.007001
H  9.667628  1.529223  0.494242
H  8.573272  1.973843  2.489555
H  6.987635  2.783114  2.529505
H  8.097984  3.082236  1.170722
H  4.852865  -2.326284  -1.054537
H  5.996497  -2.916266  0.184971
H  4.457313  -2.282837  1.981067
H  3.583220  -3.314371  0.811767
H  1.843989  0.043120  -1.792116
H  -1.629481  2.309425  -0.786635
H  -4.070730  1.496136  3.139391
H  -4.684340  -0.176996  2.986530
H  -6.426630  1.374709  2.237937
H  -5.288476  2.165168  1.109784

Forces on atoms 1 to 3 (eV/Å):
-0.1 -0.2 -0.1
-0.1 0.5 0.2
0.1 -0.1 0.0

The gap between HOMO and LUMO comes out at 7.30 eV. Its structure (SMILES) is COc1ccccc1N1CCN(C(=O)c2cc(C(=O)N3CCN(c4ccccc4OC)CC3)cc([N+](=O)[O-])c2)CC1. The relative energy (zero: lowest compared OMol25 entry of this formula, charge and spin) is 270.4 kJ/mol. Its highest occupied orbital energy is -0.29157 hartree.

Results of the natural (NBO) charge analysis, in e, for atoms 1 through 5: atom 1 (C): -0.25, atom 2 (O): -0.52, atom 3 (C): 0.34, atom 4 (C): -0.30, atom 5 (C): -0.22

***

Record 2
Below is C30H33N7O5Os as an isolated structure at a distorted geometry, with properties calculated with ωB97M-V/def2-TZVPD.

CARTESIAN COORDINATES (ANGSTROEM)
Os  -0.269677  -0.485080  0.432425
C  0.339653  2.731640  0.431435
N  0.484120  1.729986  -0.623392
C  -0.379028  1.946008  -1.787240
C  -1.666475  1.156686  -1.782041
C  -2.760574  1.584442  -2.529026
C  -3.877693  0.772329  -2.637001
C  -3.873575  -0.454434  -1.987870
C  -2.770502  -0.795531  -1.226351
N  -1.695995  -0.007712  -1.127651
C  1.888757  1.567681  -0.999623
C  2.702145  0.953808  0.105654
C  3.916589  1.494361  0.502604
C  4.678603  0.816972  1.441269
C  4.219436  -0.397683  1.922598
C  2.982978  -0.857759  1.490405
N  2.244812  -0.182582  0.624139
C  -0.712686  2.396372  1.450123
C  -1.085520  3.340006  2.399148
C  -2.043616  3.021790  3.343583
C  -2.655698  1.776502  3.264487
C  -2.235505  0.889098  2.293023
N  -1.250737  1.173390  1.426698
H  0.114809  3.720812  0.011966
H  1.288539  2.812791  0.970644
H  0.158382  1.598788  -2.676624
H  -0.598349  3.011295  -1.925357
H  -2.727728  2.543935  -3.021607
H  -4.729161  1.088771  -3.224427
H  -4.712616  -1.129462  -2.059467
H  -2.741736  -1.726311  -0.666660
H  2.327924  2.527336  -1.304878
H  1.931600  0.875943  -1.848149
H  4.259608  2.422064  0.075080
H  5.619685  1.229696  1.774833
H  4.798170  -0.974592  2.624148
H  2.590265  -1.804430  1.834434
H  -0.606857  4.306600  2.400111
H  -2.316598  3.734124  4.109719
H  -3.435790  1.501309  3.954467
H  -2.703196  -0.083396  2.193790
C  -1.423721  -3.315687  -3.582992
C  0.069738  -3.227380  -3.874209
C  0.941683  -3.298818  -2.603470
C  2.439282  -3.214942  -3.002581
C  3.401241  -3.237243  -1.823933
C  0.727809  -4.638725  -1.912803
O  0.643447  -5.676113  -2.504244
N  0.713679  -4.590429  -0.536012
C  0.664603  -3.466659  0.257511
O  0.834736  -3.528029  1.453438
N  0.411939  -2.276393  -0.391574
C  0.619710  -2.126324  -1.717526
O  0.568273  -0.974861  -2.156986
H  -1.973339  -3.266818  -4.520345
H  -1.751293  -2.490717  -2.948135
H  -1.673672  -4.257881  -3.098434
H  0.290341  -2.283479  -4.374259
H  0.358121  -4.048700  -4.529028
H  2.568460  -2.287816  -3.563791
H  2.650084  -4.049187  -3.672140
H  3.211123  -2.412055  -1.138244
H  4.417625  -3.143759  -2.195953
H  3.335386  -4.172745  -1.274029
H  0.726777  -5.484678  -0.048790
O  -1.776073  -2.302737  1.736976
C  -0.949877  -2.066693  2.606179
C  -0.813088  -2.609209  3.992680
C  0.198689  -1.662800  4.642853
C  0.656081  -0.743622  3.524188
O  1.429410  0.181877  3.582544
N  -0.013343  -1.096436  2.378073
H  -0.431115  -3.629818  3.926713
H  -1.778656  -2.655296  4.496634
H  1.058887  -2.177117  5.070859
H  -0.231544  -1.051278  5.437394

Forces on atoms 1 to 3 (eV/Å):
1.4 0.7 -0.4
0.0 0.2 0.6
-0.3 -1.9 1.1

The net charge is +2. The gap between HOMO and LUMO (alpha / beta) comes out at 6.56 / 6.54 eV. Its highest occupied orbital energy (alpha / beta) is -0.54286 / -0.54224 hartree.

Results of the Mulliken charge analysis, in e, for atoms 1 through 5: atom 1 (Os): 2.50, atom 2 (C): -1.47, atom 3 (N): 0.16, atom 4 (C): -1.83, atom 5 (C): 1.22

***

Record 3
Below is a 6-piece molecular cluster, C30H33N8O3PS overall at a distorted geometry, with properties calculated with ωB97M-V/def2-TZVPD.

CARTESIAN COORDINATES (ANGSTROEM)
N  0.073874  -0.374500  -4.316453
C  0.647796  -0.750920  -3.435438
C  1.324257  -1.183843  -2.143812
C  2.787040  -0.613495  -2.204168
C  3.205071  -0.145958  -0.827314
N  3.337668  0.189342  0.238203
C  3.837204  -1.546590  -2.880684
S  4.701145  -2.705204  -1.776383
O  5.117171  -3.840233  -2.581639
O  5.877093  -2.045801  -1.245319
P  1.231246  -3.071850  -2.045263
N  -0.215908  -3.418529  -1.143729
O  0.866516  -3.583498  -3.583557
H  0.760522  -0.720279  -1.309691
H  2.733405  0.304527  -2.821353
H  4.599746  -0.913173  -3.372156
H  3.393594  -2.160259  -3.687657
H  3.893581  -3.179752  -0.775841
H  -0.361654  -4.419291  -1.278234
H  0.020704  -3.208981  -0.173462
H  1.702090  -3.702809  -4.059416
C  -4.440037  -5.699635  0.953099
C  -4.735788  -4.371964  0.699069
C  -3.705326  -3.447035  0.763416
N  -2.441471  -3.760697  1.060270
C  -2.180542  -5.048133  1.303442
C  -3.135913  -6.051109  1.261795
H  -5.217368  -6.451937  0.911122
H  -5.742553  -4.061262  0.455724
H  -3.887994  -2.395815  0.569059
H  -1.146128  -5.274834  1.544283
H  -2.865899  -7.078825  1.465961
C  5.515405  2.333592  2.787663
C  4.194564  2.279196  2.373716
C  3.220358  2.764902  3.231263
N  3.478469  3.277861  4.437951
C  4.757759  3.317352  4.817533
C  5.808298  2.863785  4.034742
H  6.307581  1.965952  2.146518
H  3.926899  1.870878  1.410726
H  2.171956  2.747393  2.951441
H  4.936778  3.736826  5.802068
H  6.827697  2.922925  4.392801
C  4.910255  6.778508  2.269774
C  4.792688  7.750553  1.288703
C  3.710389  7.683720  0.426379
N  2.773425  6.733518  0.482935
C  2.908511  5.806836  1.435588
C  3.949553  5.783667  2.349039
H  5.741407  6.795870  2.964575
H  5.523438  8.542786  1.194500
H  3.574102  8.423571  -0.355410
H  2.133244  5.047032  1.455873
H  4.006582  5.014600  3.096939
C  -8.719314  -8.595000  -1.247834
C  -7.568432  -8.352282  -1.979288
C  -6.881447  -7.171015  -1.748180
N  -7.265696  -6.248489  -0.862640
C  -8.378914  -6.502991  -0.170077
C  -9.136726  -7.653429  -0.321882
H  -9.284319  -9.506920  -1.397764
H  -7.210808  -9.062762  -2.712402
H  -5.973401  -6.938684  -2.294609
H  -8.668399  -5.735751  0.540393
H  -10.029768  -7.806839  0.268923
C  -0.600784  6.307187  -1.486999
C  -1.925571  6.246546  -1.890167
C  -2.895674  6.739593  -1.031349
N  -2.629458  7.267176  0.165067
C  -1.346252  7.313633  0.533209
C  -0.298085  6.852135  -0.249953
H  0.187864  5.933599  -2.129801
H  -2.200867  5.826918  -2.848982
H  -3.945409  6.716448  -1.304750
H  -1.161043  7.745621  1.511230
H  0.729976  6.916315  0.098681

Forces on atoms 1 to 3 (eV/Å):
-2.0 1.3 -3.6
2.3 -1.6 5.1
-1.2 0.7 -1.6

The gap between HOMO and LUMO comes out at 9.20 eV. Its structure (SMILES) is N#C[C@H]([C@@H](C#N)C[SH](=O)=O)P(N)O.c1ccncc1.c1ccncc1.c1ccncc1.c1ccncc1.c1ccncc1. Its highest occupied orbital energy is -0.33550 hartree.

Results of the Mulliken charge analysis, in e, for atoms 1 through 5: atom 1 (N): -0.44, atom 2 (C): -0.06, atom 3 (C): -0.03, atom 4 (C): 0.15, atom 5 (C): -0.23